(1)
31
Properties=species:S:1:pos:R:3:lowdin_charge:R:1 method="wB97M-V/def2-TZVPD" charge=+2 relative_energy_kcal_mol=85.18 homo_ev=-16.495 spin_multiplicity=1 gap_ev=8.36
C 3.809 -2.265 -0.324 0.042
C 2.479 -2.044 0.005 0.059
C 4.234 -1.038 -0.680 -0.026
C 2.081 -0.722 -0.207 -0.235
C -1.616 -0.393 -0.271 -0.105
C 0.908 -0.115 0.240 0.083
C -3.696 -1.828 0.547 0.014
C -2.307 0.388 0.646 -0.106
C 1.998 2.002 1.056 0.008
C 1.069 1.882 -1.158 0.022
N -3.049 -0.637 0.013 -0.079
N 0.998 1.314 0.206 -0.233
O 3.306 -0.150 -0.588 0.051
H 4.301 -3.225 -0.229 0.147
H 1.752 -2.806 0.173 0.135
H 5.219 -0.739 -0.893 0.157
H -0.921 -1.303 0.069 0.168
H -3.206 -2.414 1.378 0.133
H -4.734 -1.761 0.910 0.127
H -3.580 -2.553 -0.233 0.104
H -2.041 0.115 1.633 0.129
H -1.576 -0.026 -1.233 0.113
H -2.510 1.594 0.590 0.215
H 1.701 3.120 1.172 0.149
H 2.072 1.584 2.110 0.131
H 3.048 1.883 0.477 0.157
H 0.048 2.200 -1.424 0.120
H 1.723 2.710 -1.213 0.098
H 1.447 1.182 -1.915 0.123
H -3.703 -0.479 -0.711 0.177
H 0.108 1.654 0.504 0.122



(2)
8
Properties=species:S:1:pos:R:3:lowdin_charge:R:1 method="wB97M-V/def2-TZVPD" charge=+1 relative_energy_kcal_mol=100.65 homo_ev="-16.463 / -16.462" spin_multiplicity=1 gap_ev="9.25 / 9.25"
C 0.153 -0.753 0.101 0.027
N 2.197 0.492 -0.029 0.438
N 1.285 -0.099 0.147 0.002
N -1.176 0.813 0.217 0.188
H -0.025 -1.382 0.988 0.151
H -0.085 -1.062 -0.875 0.119
H -1.740 0.382 -0.495 0.034
H -0.609 1.609 -0.056 0.042



(3)
11
Properties=species:S:1:pos:R:3:lowdin_charge:R:1 method="wB97M-V/def2-TZVPD" relative_energy_kcal_mol=107.53 homo_ev=-9.346 spin_multiplicity=1 gap_ev=9.86
C 0.765 0.304 1.564 0.022
C 0.623 0.016 0.022 -0.358
O 1.513 -0.380 -0.695 0.100
C -0.753 0.429 -0.575 -0.114
N -1.387 -0.114 -1.480 -0.013
O -0.726 -1.156 -2.043 -0.022
H 1.594 -0.036 1.685 -0.034
H 0.562 1.415 1.820 0.132
H 0.146 -0.206 2.153 0.039
H -0.994 1.385 0.114 0.155
H -1.344 -1.656 -2.565 0.094